1.
Density functional theory data (ωB97M-V with the def2-TZVPD basis set) for one molecule with the formula C20H21N3O3.

Last columns: bonded neighbours and bond lengths (Å).
CARTESIAN COORDINATES (ANGSTROEM)
1 C 2.361 1.896 3.615  C2 1.522, H27 1.086, H28 1.087, H29 1.087
2 C 1.508 0.708 3.196  C1 1.522, C3 1.539, N10 1.452, H30 1.096
3 C 0.093 1.104 2.741  C2 1.539, C4 1.534, H31 1.091, H32 1.090
4 C 0.078 2.023 1.513  C3 1.534, C5 1.492, H33 1.093, H34 1.091
5 C -1.268 2.066 0.871  C4 1.492, C6 1.364, O9 1.351
6 C -2.062 1.081 0.360  C5 1.364, C7 1.417, H35 1.071
7 C -3.221 1.724 -0.140  C6 1.417, C8 1.359, H36 1.071
8 C -3.048 3.049 0.105  C7 1.359, O9 1.346, H37 1.072
9 O -1.869 3.266 0.718  C5 1.351, C8 1.346
10 N 2.183 -0.017 2.134  C2 1.452, C11 1.343, H38 1.012
11 C 1.887 -1.290 1.825  N10 1.343, O12 1.211, C13 1.542
12 O 1.232 -2.042 2.510  C11 1.211
13 C 2.463 -1.695 0.453  C11 1.542, N14 1.435, H39 1.091, H40 1.093
14 N 2.026 -0.748 -0.534  C13 1.435, N15 1.338, C18 1.353
15 N 2.809 0.305 -0.792  N14 1.338, C16 1.324
16 C 2.167 1.055 -1.674  N15 1.324, C17 1.394, H41 1.071
17 C 0.931 0.489 -1.981  C16 1.394, C18 1.391, C26 1.487
18 C 0.857 -0.666 -1.210  N14 1.353, C17 1.391, C19 1.445
19 C -0.306 -1.521 -1.269  C18 1.445, C20 1.392, C24 1.411
20 C -0.640 -2.527 -0.366  C19 1.392, C21 1.383, H42 1.078
21 C -1.772 -3.297 -0.562  C20 1.383, C22 1.385, H43 1.079
22 C -2.584 -3.074 -1.662  C21 1.385, C23 1.383, H44 1.080
23 C -2.291 -2.053 -2.547  C22 1.383, C24 1.389, H45 1.079
24 C -1.171 -1.254 -2.352  C19 1.411, C23 1.389, O25 1.363
25 O -0.947 -0.274 -3.271  C24 1.363, C26 1.423
26 C -0.195 0.867 -2.874  C17 1.487, O25 1.423, H46 1.094, H47 1.105
27 H 1.862 2.454 4.401  C1 1.086
28 H 3.323 1.555 3.989  C1 1.087
29 H 2.534 2.560 2.771  C1 1.087
30 H 1.403 0.008 4.034  C2 1.096
31 H -0.444 0.184 2.501  C3 1.091
32 H -0.428 1.586 3.568  C3 1.090
33 H 0.802 1.664 0.776  C4 1.093
34 H 0.352 3.042 1.791  C4 1.091
35 H -1.856 0.031 0.337  C6 1.071
36 H -4.059 1.257 -0.615  C7 1.071
37 H -3.660 3.905 -0.096  C8 1.072
38 H 2.698 0.529 1.454  N10 1.012
39 H 2.139 -2.703 0.194  C13 1.091
40 H 3.554 -1.655 0.488  C13 1.093
41 H 2.610 1.958 -2.043  C16 1.071
42 H -0.036 -2.696 0.510  C20 1.078
43 H -2.018 -4.072 0.147  C21 1.079
44 H -3.461 -3.683 -1.822  C22 1.080
45 H -2.923 -1.848 -3.397  C23 1.079
46 H 0.155 1.328 -3.802  C26 1.094
47 H -0.868 1.578 -2.363  C26 1.105

Summary:
Structure (SMILES) = C[C@@H](CCc1ccco1)NC(=O)Cn1ncc2c1-c1ccccc1OC2
LUMO level = 0.71 eV
HOMO energy = -8.19 eV
Kohn-Sham gap = 8.90 eV
Relative energy (zero: lowest compared OMol25 entry of this formula, charge and spin) = 299.0 kJ/mol

=====

2.
Density functional theory data (ωB97M-V with the def2-TZVPD basis set) for one molecule with the formula C20H21N5O3S at a distorted geometry.

Last columns: bonded neighbours and bond lengths (Å).
CARTESIAN COORDINATES (ANGSTROEM)
1 C -8.734 2.627 0.394  C2 1.479, H30 1.089, H31 1.089, H32 1.086
2 C -7.673 1.625 0.153  C1 1.479, N3 1.274, S29 1.777
3 N -6.438 1.790 0.416  C2 1.274, C4 1.366
4 C -5.678 0.703 0.091  N3 1.366, C5 1.385, C28 1.414
5 C -4.308 0.589 0.260  C4 1.385, C6 1.389, H33 1.077
6 C -3.673 -0.586 -0.123  C5 1.389, O7 1.367, C26 1.398
7 O -2.321 -0.608 0.080  C6 1.367, C8 1.404
8 C -1.599 -1.753 -0.293  O7 1.404, C9 1.490, H34 1.102, H35 1.101
9 C -0.162 -1.508 0.019  C8 1.490, C10 1.364, O25 1.345
10 C 0.480 -0.487 0.657  C9 1.364, C11 1.418, H36 1.067
11 C 1.843 -0.876 0.616  C10 1.418, C12 1.488, N24 1.312
12 C 3.006 -0.127 1.163  C11 1.488, O13 1.216, N14 1.344
13 O 2.885 0.958 1.699  C12 1.216
14 N 4.168 -0.784 1.012  C12 1.344, C15 1.456, H37 1.009
15 C 5.456 -0.228 1.402  N14 1.456, C16 1.525, C17 1.498, H38 1.095
16 C 6.301 -1.313 2.063  C15 1.525, H39 1.087, H40 1.087, H41 1.088
17 C 6.132 0.376 0.209  C15 1.498, C18 1.380, C22 1.414
18 C 6.840 -0.252 -0.795  C17 1.380, N19 1.347, H42 1.072
19 N 7.211 0.700 -1.672  C18 1.347, C20 1.434, N21 1.331
20 C 7.970 0.537 -2.878  N19 1.434, H43 1.088, H44 1.092, H45 1.092
21 N 6.780 1.903 -1.301  N19 1.331, C22 1.322
22 C 6.119 1.739 -0.169  C17 1.414, N21 1.322, C23 1.486
23 C 5.487 2.873 0.554  C22 1.486, H46 1.090, H47 1.086, H48 1.088
24 N 1.971 -2.029 0.004  C11 1.312, O25 1.351
25 O 0.737 -2.429 -0.370  C9 1.345, N24 1.351
26 C -4.406 -1.642 -0.671  C6 1.398, C27 1.383, H49 1.078
27 C -5.775 -1.539 -0.843  C26 1.383, C28 1.381, H50 1.079
28 C -6.409 -0.373 -0.465  C4 1.414, C27 1.381, S29 1.738
29 S -8.092 0.051 -0.558  C2 1.777, C28 1.738
30 H -9.227 2.885 -0.543  C1 1.089
31 H -9.487 2.222 1.069  C1 1.089
32 H -8.294 3.519 0.831  C1 1.086
33 H -3.737 1.399 0.681  C5 1.077
34 H -1.943 -2.639 0.263  C8 1.102
35 H -1.702 -1.960 -1.369  C8 1.101
36 H 0.067 0.400 1.086  C10 1.067
37 H 4.155 -1.651 0.495  N14 1.009
38 H 5.233 0.568 2.120  C15 1.095
39 H 7.264 -0.903 2.356  C16 1.087
40 H 5.797 -1.694 2.948  C16 1.087
41 H 6.469 -2.138 1.374  C16 1.088
42 H 7.105 -1.280 -0.943  C18 1.072
43 H 8.071 1.518 -3.336  C20 1.088
44 H 8.962 0.135 -2.660  C20 1.092
45 H 7.458 -0.135 -3.570  C20 1.092
46 H 6.073 3.132 1.436  C23 1.090
47 H 5.442 3.739 -0.100  C23 1.086
48 H 4.484 2.603 0.878  C23 1.088
49 H -3.920 -2.557 -0.969  C26 1.078
50 H -6.334 -2.358 -1.267  C27 1.079

Summary:
Structure (SMILES) = Cc1nc2cc(OCc3cc(C(=O)N[C@@H](C)c4cn(C)nc4C)no3)ccc2s1
LUMO level = 0.65 eV
HOMO energy = -8.46 eV
Kohn-Sham gap = 9.11 eV
Relative energy (zero: lowest compared OMol25 entry of this formula, charge and spin) = 333.5 kJ/mol

=====

3.
Density functional theory data (ωB97M-V with the def2-TZVPD basis set) for a 3-piece molecular cluster, C20H22B3Cl2FN2O9 overall at a distorted geometry.

Last columns: bonded neighbours and bond lengths (Å).
CARTESIAN COORDINATES (ANGSTROEM)
1 C -6.241 5.375 -2.087  C2 1.492, H20 1.093, H21 1.089, H22 1.089
2 C -5.759 4.378 -1.087  C1 1.492, Cl3 1.742, C4 1.325
3 Cl -6.963 3.906 0.080  C2 1.742
4 C -4.568 3.804 -1.010  C2 1.325, Cl5 1.743, B6 1.561
5 Cl -3.327 4.204 -2.167  C4 1.743
6 B -4.105 2.727 0.021  C4 1.561, O7 1.373, O19 1.387
7 O -4.167 2.910 1.381  B6 1.373, B8 1.388
8 B -3.213 2.303 2.186  O7 1.388, C9 1.563, O13 1.392
9 C -3.079 2.724 3.686  B8 1.563, C10 1.544, H23 1.096, H24 1.093
10 C -2.709 4.212 3.865  C9 1.544, C11 1.518, H25 1.093, H26 1.093
11 C -1.697 4.745 2.867  C10 1.518, F12 1.392, H27 1.095, H28 1.091
12 F -2.329 5.185 1.708  C11 1.392
13 O -2.368 1.352 1.621  B8 1.392, B14 1.379
14 B -2.334 1.271 0.245  O13 1.379, C15 1.568, O19 1.389
15 C -1.033 0.932 -0.563  B14 1.568, C16 1.507, H29 1.095, H30 1.093
16 C -1.382 0.186 -1.824  C15 1.507, O17 1.196, O18 1.380
17 O -1.110 0.529 -2.937  C16 1.196
18 O -2.054 -0.991 -1.565  C16 1.380, H31 0.966
19 O -3.507 1.562 -0.438  B6 1.387, B14 1.389
20 H -6.906 4.884 -2.803  C1 1.093
21 H -5.404 5.797 -2.641  C1 1.089
22 H -6.799 6.171 -1.597  C1 1.089
23 H -4.035 2.537 4.187  C9 1.096
24 H -2.343 2.101 4.199  C9 1.093
25 H -2.311 4.378 4.869  C10 1.093
26 H -3.607 4.830 3.780  C10 1.093
27 H -0.968 3.983 2.572  C11 1.095
28 H -1.144 5.591 3.277  C11 1.091
29 H -0.537 1.857 -0.875  C15 1.095
30 H -0.320 0.357 0.033  C15 1.093
31 H -2.919 -0.958 -1.993  O18 0.966
32 O 2.224 -0.395 -0.119  N33 1.215
33 N 3.257 -0.751 -0.649  O32 1.215, O34 1.217, C35 1.473
34 O 4.297 -0.963 -0.055  N33 1.217
35 C 3.244 -0.954 -2.108  N33 1.473, C36 1.383, C40 1.383
36 C 2.080 -0.684 -2.805  C35 1.383, C37 1.385, H41 1.078
37 C 2.075 -0.866 -4.178  C36 1.385, C38 1.389, H42 1.081
38 C 3.219 -1.314 -4.824  C37 1.389, C39 1.390, H43 1.082
39 C 4.376 -1.583 -4.102  C38 1.390, C40 1.386, H44 1.081
40 C 4.397 -1.402 -2.728  C35 1.383, C39 1.386, H45 1.080
41 H 1.200 -0.333 -2.291  C36 1.078
42 H 1.174 -0.653 -4.736  C37 1.081
43 H 3.212 -1.452 -5.897  C38 1.082
44 H 5.265 -1.932 -4.608  C39 1.081
45 H 5.285 -1.601 -2.148  C40 1.080
46 O 3.534 -7.436 4.159  N47 1.215
47 N 3.453 -6.248 3.916  O46 1.215, O48 1.214, C49 1.476
48 O 3.172 -5.393 4.730  N47 1.214
49 C 3.712 -5.815 2.529  N47 1.476, C50 1.383, C54 1.382
50 C 4.004 -6.775 1.578  C49 1.383, C51 1.386, H55 1.079
51 C 4.235 -6.363 0.275  C50 1.386, C52 1.389, H56 1.082
52 C 4.173 -5.014 -0.050  C51 1.389, C53 1.389, H57 1.083
53 C 3.884 -4.067 0.923  C52 1.389, C54 1.386, H58 1.081
54 C 3.648 -4.467 2.230  C49 1.382, C53 1.386, H59 1.080
55 H 4.047 -7.817 1.855  C50 1.079
56 H 4.462 -7.098 -0.486  C51 1.082
57 H 4.351 -4.698 -1.071  C52 1.083
58 H 3.842 -3.018 0.666  C53 1.081
59 H 3.420 -3.748 3.002  C54 1.080

Summary:
Structure (SMILES) = C/C(Cl)=C(\Cl)B1OB(CCCF)OB(CC(=O)O)O1.O=[N+]([O-])c1ccccc1.O=[N+]([O-])c1ccccc1
LUMO level = -0.70 eV
HOMO energy = -9.39 eV
Kohn-Sham gap = 8.69 eV